a | Molecular formula: C5H11NS2
Method: DFT, the ωB97M-V functional and the def2-TZVPD basis

Values from the calculation:
- E_LUMO (eV) = 0.57
- orbital gap (eV) = 6.7
- E_HOMO (Ha) = -0.2263

Last column: Mulliken charge in e.
Element x y z (Å)
C -3.62713 -0.89832 0.41489  -1.07
C -2.42381 -0.11510 0.03259  0.48
C -2.56034 1.39434 -0.28192  -1.02
C 4.11531 0.47014 0.31152  -0.86
C 2.12297 -0.77815 -0.32569  -0.08
H -3.43877 -1.96059 0.45762  0.33
H -4.36780 -0.75842 -0.36081  0.31
H -3.92960 -0.68605 1.51953  0.24
H -3.13960 1.98597 0.39486  0.32
H -1.61440 1.93203 -0.58267  0.29
H -3.15714 1.27568 -1.23532  0.24
H 5.15924 0.44676 0.06251  0.34
H 4.14734 0.31927 1.42259  0.28
H 3.58443 1.48445 0.06721  0.27
H 3.95801 -1.15019 -1.11250  0.32
H 1.64972 -1.45415 -1.00815  0.31
N 3.40236 -0.55747 -0.43819  -0.17
S -0.94565 -0.75761 -0.11811  -0.32
S 1.06484 -0.19256 0.78004  -0.21

b | Molecular formula: C5H11NS2
Method: DFT, the ωB97M-V functional and the def2-TZVPD basis

Values from the calculation:
- E_LUMO (eV) = -0.45
- orbital gap (eV) = 8.0
- E_HOMO (Ha) = -0.3123

Last column: Mulliken charge in e.
Element x y z (Å)
C 1.26734 1.43056 -1.08180  -0.80
C -0.09095 -0.05035 0.29779  0.63
C 0.47899 -1.11076 -0.57899  -1.70
C 0.00981 -0.66436 1.66414  -1.03
C -1.49669 0.49889 -0.02677  -0.05
H 1.59520 2.50889 -1.04985  0.27
H 0.22549 1.43574 -1.59780  0.29
H 1.85503 0.67730 -1.63258  0.29
H 1.75546 0.60743 0.75644  0.37
H 1.52572 -1.18148 -0.29098  0.53
H 0.08771 -1.05968 -1.69947  0.35
H 0.04823 -2.10430 -0.32644  0.51
H -0.12456 -0.02688 2.64012  0.26
H -0.76906 -1.54759 1.62612  0.31
H 0.99479 -1.30525 1.57115  0.31
H -3.73215 -0.30931 -0.25229  0.16
N 0.93793 0.97783 0.23598  -0.40
S -2.50507 -0.83185 -0.56234  -0.18
S -2.06322 2.05517 0.30757  -0.12

Stability check: which of them is least stable? a.

a | Molecular formula: C6H9N2O2
Method: DFT, the ωB97M-V functional and the def2-TZVPD basis

Values from the calculation:
- net charge = +1
- E_LUMO (alpha / beta) (eV) = -6.53 / -6.53
- orbital gap (alpha / beta) (eV) = 7.4 / 7.4
- E_HOMO (alpha / beta) (Ha) = -0.5123 / -0.5123

Last column: Mulliken charge in e.
Element x y z (Å)
C 4.09043 -0.39034 0.67138  -0.25
C 3.03587 1.08580 -0.60596  -0.14
C 2.84857 -0.87905 0.14960  0.71
C -1.01957 -0.02294 1.67316  0.63
C 2.12811 -2.02610 0.47343  -0.60
C -6.28459 0.67289 -1.34284  -0.99
N 4.21184 0.78058 0.06262  -0.07
N 2.22804 0.10479 -0.60056  -0.36
O -2.13707 0.05972 1.93952  -0.32
O 0.04741 -0.31998 1.35228  -0.35
H 4.67308 -0.74235 1.49288  0.42
H 3.02222 2.00515 -1.24177  0.35
H -5.47491 1.45372 -1.22846  0.21
H 2.62568 -2.88758 0.90204  0.29
H 1.15307 -2.10790 0.38216  0.36
H -7.06982 1.23473 -1.81095  0.29
H -6.82026 0.42702 -0.43469  0.26
H -6.04865 -0.04916 -2.19062  0.23
H 4.79054 1.60100 0.35678  0.33

b | Molecular formula: C6H9N2O2
Method: DFT, the ωB97M-V functional and the def2-TZVPD basis

Values from the calculation:
- net charge = +1
- E_LUMO (alpha / beta) (eV) = -5.45 / -5.38
- orbital gap (alpha / beta) (eV) = 7.6 / 6.6
- E_HOMO (alpha / beta) (Ha) = -0.4814 / -0.4421

Last column: Mulliken charge in e.
Element x y z (Å)
C -0.44147 1.72943 0.71760  -1.14
C -1.22087 0.66130 0.10458  0.86
C 1.70466 0.12432 0.73762  0.36
C -1.26659 0.55482 -1.31538  -1.03
C 2.04508 -1.86902 -0.48926  -0.61
C -1.84072 -0.22996 0.98458  -0.23
N -3.12245 -2.21526 0.83704  -0.55
N -2.50751 -1.29459 0.77659  0.72
O 1.17423 1.05807 1.20548  -0.20
O 1.35716 -0.60210 -0.23946  -0.13
H -0.75121 2.31709 1.61962  0.33
H 0.01680 2.43147 0.12601  0.38
H -0.51130 1.26271 -1.77134  0.31
H -2.25186 0.79918 -1.84009  0.35
H -0.86502 -0.41192 -1.53538  0.30
H 2.65631 -2.13168 0.45863  0.33
H 2.72825 -1.93800 -1.44130  0.27
H 1.18495 -2.56956 -0.59246  0.27
H -1.79302 0.23254 2.03745  0.39

Stability check: which of them is least stable? b.

a | Molecular formula: C2H14O5
Method: DFT, the ωB97M-V functional and the def2-TZVPD basis

Values from the calculation:
- E_LUMO (eV) = 0.55
- orbital gap (eV) = 10.6
- E_HOMO (Ha) = -0.3708

Last column: Mulliken charge in e.
Element x y z (Å)
C 3.04324 -0.20543 -1.18203  -0.08
O 2.02749 -0.08478 -0.18231  -0.50
C 2.41997 0.57351 -2.34270  -1.11
H 4.12481 0.18112 -0.76626  0.18
H 3.10557 -1.30588 -1.39830  0.24
H 1.35035 0.63388 -0.47409  0.32
H 1.38755 0.11843 -2.54886  0.30
H 2.42810 1.66194 -1.91872  0.27
H 3.11771 0.76486 -3.05572  0.41
H 3.84004 1.92628 2.13018  0.27
H 2.94210 1.68822 0.83065  0.39
O 3.18908 2.29387 1.61613  -0.67
H -6.82342 -0.22397 1.64088  0.31
H -5.54389 -1.12686 1.06124  0.33
O -5.87899 -0.39362 1.54809  -0.65
H 0.53091 0.96293 2.10494  0.31
H 0.79930 2.35487 1.49595  0.32
O 0.48410 1.39512 1.26358  -0.66
H -4.88628 -3.31434 -0.29640  0.34
H -6.20944 -4.18977 -0.04256  0.34
O -5.44832 -3.71038 0.51632  -0.68

b | Molecular formula: C2H14O5
Method: DFT, the ωB97M-V functional and the def2-TZVPD basis

Values from the calculation:
- E_LUMO (eV) = 0.62
- orbital gap (eV) = 10.8
- E_HOMO (Ha) = -0.3743

Last column: Mulliken charge in e.
Element x y z (Å)
C 0.72579 2.90200 0.65051  -0.56
C 0.10194 2.46663 -0.43811  -0.44
H 0.30832 3.78535 1.12382  0.33
H 1.72569 2.53988 0.82856  0.26
H -0.92630 2.77368 -0.64371  0.29
H 0.56448 1.77761 -1.12357  0.11
H -1.06228 0.41893 0.88525  0.43
H -0.55393 1.42365 1.84512  0.32
O -0.56303 0.46162 1.73774  -0.79
H -2.07444 -1.07539 -0.91506  0.27
H -1.01983 -0.18937 -1.48464  0.40
O -1.74505 -0.16484 -0.83240  -0.68
H 1.45731 -0.42939 -2.23974  0.28
H 0.67537 -1.63053 -1.69258  0.40
O 0.60147 -0.85145 -2.26712  -0.71
H 1.10353 -3.27047 -0.83469  0.32
H 0.15343 -2.54762 0.11400  0.45
O 0.22305 -2.87494 -0.80718  -0.74
H 0.01574 -1.10591 1.91272  0.44
H -0.19965 -2.43881 2.33725  0.34
O 0.48838 -1.97062 1.84384  -0.73

Stability check: which of them is least stable? a.

a | Molecular formula: C4H10NO
Method: DFT, the ωB97M-V functional and the def2-TZVPD basis

Values from the calculation:
- net charge = +1
- spin multiplicity = 3
- E_LUMO (alpha / beta) (eV) = -3.29 / -8.69
- orbital gap (alpha / beta) (eV) = 12.3 / 6.9
- E_HOMO (alpha / beta) (Ha) = -0.5725 / -0.5725

Last column: Mulliken charge in e.
Element x y z (Å)
C -2.82195 1.95177 0.29751  0.27
C 0.36281 -2.39068 1.73157  -1.06
C -0.40502 0.82872 -0.67229  -0.93
C -0.29902 3.29607 -0.41980  -0.75
N -0.92870 2.11700 -0.86715  0.15
O -3.88039 1.73556 0.58602  -0.08
H 0.09602 -3.26794 1.00366  0.23
H -0.45104 -1.80116 1.99129  0.26
H 1.00174 -1.74709 1.31944  0.25
H 0.72406 -2.93599 2.53924  0.33
H -0.08183 0.32941 0.21287  0.46
H -1.16091 0.28214 -1.18063  0.38
H 0.56793 0.76204 -1.22226  0.41
H -1.01140 4.15583 -0.20361  0.37
H 0.35107 3.24097 0.46075  0.36
H 0.08885 3.86518 -1.42047  0.35

b | Molecular formula: C4H10NO
Method: DFT, the ωB97M-V functional and the def2-TZVPD basis

Values from the calculation:
- net charge = +1
- spin multiplicity = 3
- E_LUMO (alpha / beta) (eV) = -2.87 / -7.24
- orbital gap (alpha / beta) (eV) = 10.0 / 8.8
- E_HOMO (alpha / beta) (Ha) = -0.4733 / -0.5895

Last column: Mulliken charge in e.
Element x y z (Å)
C -1.21263 0.09899 -1.13432  -0.20
C -1.96401 1.18775 -0.74328  -0.82
C 0.87794 -1.56430 -0.50636  -0.83
C 1.40354 0.52591 1.60335  -0.65
N 0.23593 -0.31684 -0.33002  0.31
O 0.79964 0.75863 0.37272  -0.21
H -1.34939 -0.67431 -1.79491  0.45
H -2.80444 0.95302 -0.07684  0.32
H -2.26526 1.67051 -1.76923  0.28
H -1.60528 1.98832 -0.05413  0.32
H 0.29740 -2.23182 -1.18004  0.28
H 0.79460 -2.35228 0.39959  0.35
H 1.89527 -1.60211 -0.82149  0.41
H 1.93036 1.43864 1.66596  0.34
H 2.07651 -0.38315 1.83648  0.30
H 0.88983 0.50306 2.53253  0.35

Stability check: which of them is least stable? b.